Formula: C36H40AlBrGeO2P2
Source: the OMol25 dataset
Level of theory: ωB97M-V/def2-TZVPD

Geometry as XYZ:
```
83
Properties=species:S:1:pos:R:3:forces:R:3
Al 1.24155 -0.55538 0.49431 -0.32 1.01 1.25
C -1.14884 1.44465 -4.86488 -0.01 -0.04 0.02
P -0.51240 0.38215 -3.48793 -0.05 -0.07 -0.06
C 0.95713 -0.32354 -4.36615 -0.06 -0.06 0.14
C -1.72397 -1.02282 -3.68116 -0.04 -0.03 0.16
C -1.79663 -1.75855 -4.86740 -0.02 0.00 0.02
C -2.68114 -2.81382 -5.01818 0.03 0.03 -0.01
C -3.51942 -3.15489 -3.96655 0.00 -0.02 0.04
C -3.47076 -2.42724 -2.78949 0.01 -0.02 0.00
C -2.58935 -1.35722 -2.61986 0.23 0.06 -0.10
P -2.56679 -0.34263 -1.05602 -0.29 0.09 -0.06
C -4.28782 0.32681 -1.24462 0.05 0.01 -0.01
C -2.93718 -1.62659 0.21591 0.13 0.00 -0.08
H -1.26756 0.89590 -5.80271 0.00 0.03 -0.03
H -0.45767 2.27649 -5.01513 -0.01 -0.01 -0.01
H -2.11506 1.85632 -4.56919 0.01 0.02 -0.02
H 0.74451 -0.71555 -5.36212 0.01 0.01 -0.03
H 1.38723 -1.11949 -3.75323 0.01 0.05 -0.07
H 1.70714 0.46544 -4.44840 -0.02 0.00 0.02
H -1.14563 -1.50690 -5.69633 0.01 0.01 0.00
H -2.71122 -3.37305 -5.94638 0.03 0.00 0.02
H -4.19656 -3.99636 -4.05936 -0.01 0.03 0.01
H -4.13111 -2.70568 -1.97713 -0.01 0.01 0.00
H -5.03040 -0.45220 -1.44106 0.00 0.02 0.02
H -4.30479 1.04917 -2.06384 -0.01 -0.02 0.01
H -4.54875 0.85808 -0.32854 -0.01 0.03 0.02
H -3.84226 -2.20298 0.01272 -0.02 0.00 0.04
H -3.05195 -1.11230 1.17249 -0.01 0.01 -0.02
H -2.08022 -2.29598 0.30229 -0.02 0.01 0.00
Br -1.35234 -6.23341 -3.37963 -0.01 0.05 0.04
C 0.16600 -5.36067 -2.62754 -0.15 0.18 -0.08
C 1.31828 -6.10572 -2.44869 -0.04 -0.05 0.02
C 2.44300 -5.48144 -1.94082 0.16 0.18 0.04
C 2.40193 -4.13369 -1.60868 0.33 -0.26 0.11
C 1.22570 -3.42243 -1.75258 0.14 0.51 0.09
C 0.09244 -4.01982 -2.28005 -0.22 -0.22 -0.15
C 1.20749 -2.02918 -1.19548 -0.47 -0.35 -0.44
O 2.27043 -1.42142 -0.94293 0.81 0.09 -0.28
O 0.12616 -1.48005 -0.82866 -0.29 -0.76 0.07
H 1.32642 -7.16111 -2.68392 0.00 0.01 -0.06
H 3.35028 -6.05246 -1.78868 0.00 0.02 0.00
H 3.25854 -3.62431 -1.18477 -0.03 -0.06 0.02
H -0.81619 -3.44545 -2.41309 -0.03 -0.05 0.06
C 4.22082 -0.21962 4.04327 0.07 0.08 0.10
Ge 3.65669 -0.60103 2.18384 0.12 -0.35 0.11
C 4.05877 1.12938 1.25318 0.01 -0.02 -0.06
C 5.10917 -1.74371 1.42693 0.11 0.02 -0.09
C 1.94010 -1.41280 2.03085 0.14 0.02 -0.43
H 5.27200 0.09040 4.07623 -0.06 -0.03 0.00
H 4.08942 -1.09849 4.67979 0.00 0.03 -0.03
H 3.61474 0.59775 4.44444 0.01 -0.06 0.00
H 5.13862 1.32203 1.24354 -0.05 0.00 0.03
H 3.54774 1.95625 1.75125 -0.01 -0.01 -0.03
H 3.70881 1.10580 0.21529 0.03 0.04 0.02
H 6.07710 -1.22873 1.46144 -0.03 -0.05 0.00
H 4.87409 -1.95899 0.37823 0.01 -0.02 0.07
H 5.18905 -2.69153 1.96625 -0.05 0.02 -0.02
H 1.36758 -1.07314 2.90408 -0.04 0.02 0.01
C 0.57411 1.25055 0.61848 -0.11 -0.20 -0.25
C 0.07726 2.00784 1.45220 0.01 0.32 -0.07
C -0.41573 2.91598 2.42569 0.18 -0.03 0.07
C 0.57256 3.80296 3.04704 -0.10 -0.20 -0.05
C 1.63954 4.32652 2.29176 0.09 0.07 0.03
C 2.58471 5.17437 2.84761 -0.10 -0.03 -0.06
C 2.52223 5.53307 4.19135 -0.01 -0.05 0.03
C 1.50905 4.98590 4.97146 -0.08 -0.05 -0.08
C 0.56233 4.13540 4.41570 0.05 0.12 0.05
C -1.80197 2.92490 2.75844 -0.06 0.03 -0.03
C -2.69662 1.96423 2.19841 -0.03 0.00 0.04
C -4.04994 1.96727 2.47343 0.05 0.07 0.00
C -4.62795 2.92357 3.31184 0.05 0.00 0.04
C -3.78229 3.88803 3.85861 0.06 -0.03 -0.08
C -2.42349 3.90074 3.59449 -0.06 -0.08 -0.02
H 1.70292 4.04991 1.24605 0.02 -0.01 0.00
H 3.37405 5.57374 2.21852 0.02 -0.04 0.01
H 3.25884 6.19892 4.62564 0.01 0.00 0.00
H 1.46582 5.20737 6.03352 0.00 -0.01 0.00
H -0.18249 3.67790 5.05532 -0.01 0.05 0.00
H -2.27241 1.21723 1.53641 -0.02 0.00 -0.01
H -4.68595 1.21011 2.02368 0.03 -0.06 -0.01
H -5.68934 2.91374 3.53116 0.01 0.00 -0.01
H -4.19669 4.66264 4.49855 0.01 0.00 0.01
H -1.82146 4.69286 4.01947 -0.03 0.00 -0.02
```
Forces are in eV/Å.

The total energy comes out at -7122.36128 Ha. The calculation puts the energy relative to the best compared isomer or geometry (same formula, charge and spin) at 30.8 kJ/mol. As for the net charge: -2.